[1]
Formula: C36H90N7O19P3
Source: the Open Molecules 2025 dataset
Level of theory: wB97M-V/def2-TZVPD

Properties
Orbital gap (eV): 9.0
Energy relative to the best compared isomer or geometry (same formula, charge and spin) (kcal/mol): 0.0

Geometry (Å):
C  -3.534  2.640  -0.489
C  -2.999  1.943  -1.699
C  -1.913  2.627  -2.512
C  -2.247  4.102  -2.944
C  -1.625  5.168  -2.059
C  -0.108  5.367  -2.261
H  -2.684  2.947  0.124
H  -4.227  2.054  0.116
H  -4.136  3.507  -0.775
H  -2.601  0.945  -1.475
H  -3.807  1.638  -2.381
H  -1.683  2.139  -3.463
H  -0.976  2.480  -1.968
H  -2.025  4.257  -4.002
H  -3.340  4.120  -2.905
H  -2.066  6.158  -2.210
H  -1.837  4.904  -1.022
H  0.062  5.875  -3.213
H  0.399  5.916  -1.472
H  0.304  4.362  -2.387
C  3.179  1.644  -5.537
C  2.852  0.265  -5.035
O  2.162  0.050  -4.056
N  3.357  -0.758  -5.780
C  3.288  -2.148  -5.334
H  4.203  1.745  -5.897
H  3.061  2.347  -4.714
H  2.523  1.937  -6.357
H  3.742  -0.591  -6.692
H  2.447  -2.636  -5.835
H  3.138  -2.318  -4.273
H  4.191  -2.663  -5.663
C  1.909  0.580  2.671
C  2.766  1.639  3.363
O  2.950  2.772  2.950
N  3.222  1.203  4.560
C  4.205  1.939  5.350
H  2.593  -0.160  2.254
H  1.423  1.087  1.839
H  1.179  0.188  3.371
H  2.804  0.364  4.916
H  4.835  2.530  4.689
H  4.781  1.136  5.812
H  3.821  2.636  6.094
C  -0.684  -1.367  -4.959
C  -0.950  -2.700  -5.629
O  -0.097  -3.225  -6.339
N  -2.168  -3.240  -5.412
C  -2.639  -4.396  -6.166
H  -0.811  -1.373  -3.876
H  -1.329  -0.560  -5.311
H  0.338  -1.159  -5.265
H  -2.768  -2.760  -4.756
H  -2.160  -4.471  -7.138
H  -3.724  -4.356  -6.258
H  -2.456  -5.334  -5.636
C  1.196  -6.537  0.745
C  1.265  -5.017  0.676
O  0.345  -4.341  0.246
N  2.356  -4.449  1.225
C  2.648  -3.037  1.118
H  1.250  -6.998  1.735
H  1.934  -7.063  0.138
H  0.228  -6.897  0.392
H  3.015  -5.025  1.722
H  3.623  -2.797  1.539
H  1.967  -2.496  1.782
H  2.548  -2.796  0.062
C  -5.640  -1.289  -1.676
C  -4.501  -2.148  -2.235
O  -4.088  -1.974  -3.380
N  -3.946  -2.957  -1.335
C  -2.805  -3.811  -1.624
H  -5.254  -0.512  -1.004
H  -6.321  -1.773  -0.972
H  -6.219  -0.751  -2.423
H  -4.070  -2.616  -0.389
H  -2.069  -3.520  -0.878
H  -2.409  -3.631  -2.620
H  -3.015  -4.874  -1.513
C  -1.057  2.032  6.016
C  -2.112  1.840  4.964
O  -2.899  2.736  4.732
N  -2.077  0.663  4.306
C  -2.878  0.412  3.116
H  -1.531  2.189  6.985
H  -0.585  2.975  5.744
H  -0.296  1.256  6.102
H  -1.466  -0.067  4.616
H  -2.242  0.119  2.278
H  -3.348  1.352  2.836
H  -3.615  -0.372  3.292
C  1.958  1.124  -1.133
C  0.654  0.642  -0.531
O  -0.173  1.396  -0.036
N  0.539  -0.694  -0.519
C  -0.653  -1.438  -0.242
H  1.917  1.843  -1.949
H  2.488  0.261  -1.538
H  2.552  1.612  -0.357
H  1.263  -1.172  -1.024
H  -0.713  -2.000  0.690
H  -0.574  -2.161  -1.058
H  -1.645  -1.009  -0.387
C  8.759  -1.569  -2.268
O  7.740  -0.753  -1.698
P  6.923  -1.234  -0.407
O  7.349  -2.569  0.090
O  7.121  -0.027  0.607
C  6.464  0.021  1.863
O  5.399  -1.093  -0.847
C  4.908  -1.979  -1.881
H  9.283  -2.244  -1.595
H  9.562  -0.883  -2.555
H  8.447  -2.046  -3.195
H  5.709  0.787  2.045
H  7.266  0.188  2.585
H  5.994  -0.932  2.118
H  3.826  -1.908  -1.852
H  5.208  -3.009  -1.685
H  5.349  -1.681  -2.830
C  0.904  5.903  4.534
O  0.231  6.680  3.543
P  -0.591  5.846  2.489
O  -1.603  4.929  3.077
O  0.594  5.155  1.673
C  0.327  4.005  0.882
O  -1.215  6.957  1.541
C  -0.521  7.966  0.812
H  1.112  6.416  5.472
H  1.850  5.591  4.088
H  0.354  5.007  4.819
H  0.119  3.237  1.638
H  1.198  3.801  0.270
H  -0.625  3.925  0.353
H  -1.157  8.749  0.407
H  -0.225  7.427  -0.097
H  0.392  8.365  1.247
C  -6.329  -4.754  4.432
O  -6.089  -4.136  3.184
P  -4.903  -3.085  2.961
O  -4.677  -2.895  1.495
O  -3.617  -3.669  3.738
C  -2.544  -4.294  3.008
O  -5.316  -1.830  3.838
C  -6.438  -1.042  3.481
H  -6.365  -3.953  5.184
H  -5.488  -5.345  4.804
H  -7.258  -5.308  4.506
H  -2.790  -5.266  2.571
H  -1.890  -4.543  3.844
H  -2.186  -3.653  2.207
H  -6.083  -0.020  3.358
H  -7.155  -0.998  4.307
H  -7.013  -1.462  2.655

---

[2]
Formula: C4H8O2
Source: the Open Molecules 2025 dataset
Level of theory: wB97M-V/def2-TZVPD

Properties
Orbital gap (eV): 11.6
Energy relative to the best compared isomer or geometry (same formula, charge and spin) (kcal/mol): 18.7

Geometry (Å):
C  -0.370  1.695  0.229
C  -0.102  0.301  -0.323
C  -1.128  -0.769  0.084
O  1.176  -0.085  0.254
C  1.822  -1.202  -0.116
O  1.959  -1.654  -1.218
H  -1.364  2.043  -0.071
H  -0.331  1.681  1.323
H  0.364  2.427  -0.130
H  -0.045  0.340  -1.411
H  -0.834  -1.113  1.086
H  -1.195  -1.612  -0.615
H  -2.133  -0.337  0.116
H  2.180  -1.714  0.792

---

Question: Look up the orbital gap of the second one.
Answer: 11.6 eV